10
Properties=species:S:1:pos:R:3:forces:R:3 method="wB97M-V/def2-TZVPD" total_energy_ev=-27902.0743 lumo_energy_ev=0.09 homo_lumo_gap_ev=9.24 total_charge=0 homo_ev=-9.15
S -1.90243 0.99739 -0.29765 0.17 -0.19 0.06
S 1.73291 1.34767 -0.17378 -0.42 -2.92 -1.28
O -0.26954 -1.09568 -1.11454 0.59 0.83 2.48
O -1.80237 -0.43407 0.70315 0.50 -0.79 -0.56
C 0.57961 0.23879 0.79849 -2.00 2.89 -2.27
C -0.63397 -0.28145 -0.01247 0.79 0.75 -1.22
H 1.98925 0.19883 -1.04291 -0.08 2.14 1.14
H 1.19625 -0.44252 1.22086 1.39 -2.53 1.38
H 0.12179 0.91001 1.51193 0.10 -0.11 0.48
H -1.01150 -1.43898 -1.59307 -1.02 -0.07 -0.21

---

8
Properties=species:S:1:pos:R:3:forces:R:3 method="wB97M-V/def2-TZVPD" total_energy_ev=-4090.7454 lumo_energy_ev=-4.61 homo_lumo_gap_ev=12.26 total_charge=+1 homo_ev=-16.87
N 1.05451 -0.40175 -0.58946 -2.85 -1.90 -2.39
N -0.72183 0.36539 0.78456 -2.19 3.67 4.10
C -0.16450 0.04014 -0.31659 -0.29 1.01 -1.42
H -0.90505 0.27975 -1.12476 1.56 -0.38 -0.12
H -0.54581 0.15347 1.77944 1.05 -0.33 -1.02
H -1.28970 1.30681 0.81482 0.67 -2.81 -0.70
H 0.84920 -1.02271 -1.42855 1.79 0.92 0.93
H 1.72318 -0.72110 0.08054 0.26 -0.19 0.62

---

11
Properties=species:S:1:pos:R:3:forces:R:3 method="wB97M-V/def2-TZVPD" total_energy_ev=-10522.0330 lumo_energy_ev="-5.52 / -5.00" homo_lumo_gap_ev="9.57 / 9.61" total_charge=+1 homo_ev="-15.08 / -14.61"
Si -0.55611 -0.02191 1.43642 -0.90 1.38 -0.79
N -0.08712 -0.17153 -1.30063 -1.31 -1.58 0.83
C 0.32678 0.60754 -0.12372 1.55 0.09 1.26
H 2.44109 0.95359 -0.30501 -2.24 -0.61 0.24
H 0.14987 0.44560 2.65387 -0.35 -0.45 -0.17
H 0.15004 -1.18134 -1.11573 0.66 1.13 -0.66
H 0.43541 0.26627 -2.06680 -0.89 -0.79 -0.70
H 0.17195 1.66291 -0.21228 0.03 0.47 -0.70
H -0.93523 -1.36350 1.02149 0.41 -0.81 0.47
H -1.89761 0.66834 1.04338 0.93 -0.24 0.75
H -1.17513 -0.34061 -1.35822 2.11 1.42 -0.54

---

64
Properties=species:S:1:pos:R:3:forces:R:3 method="wB97M-V/def2-TZVPD" spin_multiplicity=5 total_energy_ev=-85902.0584 s_squared=6.0212 lumo_energy_ev="4.36 / 4.36" homo_lumo_gap_ev="4.17 / 4.28" total_charge=-2 homo_ev="0.19 / 0.08"
Fe -0.68762 -2.26631 -0.30307 0.74 -0.78 -0.18
S -3.95033 -0.59281 -1.36637 -0.66 0.01 0.57
O -5.03832 -0.79841 -2.32007 0.66 0.07 -0.07
O -4.38382 -0.58521 0.01243 0.47 -0.06 -0.25
N -2.69292 -1.58911 -1.51167 -0.31 0.15 0.74
N -0.72503 -2.01891 -2.57027 -1.01 0.09 0.00
C -1.77803 3.27319 -2.44117 -0.08 -0.15 0.01
C -0.00993 -2.18291 -3.68137 0.12 -0.18 0.37
C 1.43918 2.38489 4.13303 0.12 0.05 -0.04
C -0.30523 -4.38441 1.25843 -0.12 0.08 0.32
C 3.01088 0.65379 2.20973 -0.02 -0.04 -0.04
C -3.74432 1.88849 -2.64827 -0.24 -0.23 0.06
C -1.05113 1.44479 4.86763 -0.09 0.12 0.17
C -1.96212 1.23419 -1.16967 -0.11 -0.16 0.12
C 4.96648 0.33289 0.79653 0.22 0.00 0.00
C -0.50733 -2.00331 -4.95527 -0.02 0.06 -0.17
C -0.99923 4.50789 -2.79587 -0.09 -0.05 0.06
C 0.21617 -0.76251 0.59563 -0.19 0.26 0.18
C -1.25373 2.36129 -1.52647 -0.07 0.23 -0.07
C 0.17417 -4.85501 -0.91407 -0.06 0.02 -0.40
C -1.83083 -1.57971 -5.08547 0.05 -0.02 0.48
C -3.20282 0.99729 -1.73957 -0.01 -0.31 -0.13
C -0.44793 2.44899 5.61863 -0.15 0.21 0.28
C -0.78263 -5.01841 0.09623 -0.56 -0.03 -0.15
C 0.79118 2.93319 5.21573 -0.10 0.10 0.22
C 1.23937 -4.10701 -0.38537 0.35 -0.11 0.04
C 0.89408 1.29579 3.42063 -0.02 -0.06 0.00
C 5.26118 0.85889 3.11113 0.28 0.01 -0.02
C 1.58588 0.65179 2.34633 0.10 0.07 -0.03
C -3.03252 3.02579 -2.99247 0.18 0.17 0.07
C -2.02972 -1.63571 -2.68647 0.64 -0.29 -0.46
C 0.95797 -3.84391 0.96673 0.16 0.11 0.03
C -0.40643 0.88679 3.79063 0.06 -0.05 -0.11
C 3.60338 0.34529 0.96393 -0.11 0.00 -0.04
C 0.84717 -0.08501 1.41023 -0.41 -0.32 -0.40
C 3.89707 0.86049 3.28943 -0.04 0.06 0.12
C 5.81708 0.61689 1.86093 0.37 -0.04 -0.04
C -2.58702 -1.37371 -3.94767 0.08 0.05 -0.73
H 2.16717 -3.88241 -0.88887 0.00 0.18 -0.07
H -3.61632 -1.05991 -3.99407 -0.08 -0.04 -0.11
H -3.44362 3.73029 -3.70607 -0.05 0.01 -0.05
H -0.94423 2.86249 6.48863 -0.04 0.04 0.00
H 2.93848 0.11109 0.14443 0.01 -0.02 -0.10
H -1.15912 5.27369 -2.03447 0.06 0.10 -0.03
H -2.26423 -1.43391 -6.06807 -0.03 0.06 0.02
H 1.61468 -3.34591 1.66103 -0.09 0.22 -0.02
H -0.27823 2.53379 -1.09707 0.15 -0.04 0.11
H 3.49898 0.97559 4.28863 -0.02 0.09 -0.03
H -2.04062 1.09749 5.14153 -0.04 -0.06 0.00
H -0.87092 0.10279 3.20993 -0.07 -0.07 -0.02
H 1.25137 3.75749 5.75563 -0.02 -0.02 -0.03
H 6.89178 0.60839 1.72583 0.05 0.02 0.00
H 0.12777 -5.27891 -1.90717 -0.09 0.11 -0.09
H 1.01547 -2.49351 -3.51927 0.05 -0.04 -0.01
H -0.77443 -4.40781 2.23063 -0.08 0.13 0.00
H 2.37828 2.80999 3.80343 0.02 -0.04 0.05
H -1.55352 0.50709 -0.47707 0.24 0.15 0.05
H -1.69442 -5.59261 0.01673 -0.10 0.08 -0.03
H 5.91398 1.03269 3.96293 -0.03 -0.03 0.00
H 0.11697 -2.19311 -5.81877 0.02 0.05 0.04
H -4.71332 1.67429 -3.07757 -0.02 -0.02 -0.10
H 0.06587 4.28659 -2.83107 0.07 0.06 -0.02
H -1.31053 4.90859 -3.75957 0.01 0.06 -0.05
H 5.39048 0.09549 -0.17367 -0.03 0.01 -0.05